This record from the Open Molecules 2025 dataset describes a molecular structure, C19H17BrFN5OPdS. The level of theory is the ωB97M-V functional and the def2-TZVPD basis.

Each line ends with the Mulliken charge.
Atoms and positions in Å:
Pd (0.39653, 1.62877, 2.30124)  0.58
Br (-4.88714, -5.69277, -7.31932)  -0.19
C (-4.28251, -4.94661, -5.68642)  0.15
C (-4.78334, -5.43009, -4.49047)  -0.49
C (-4.32818, -4.88082, -3.30191)  -0.21
C (-3.39485, -3.85295, -3.31134)  0.01
C (-2.89442, -3.38275, -4.52329)  -0.14
C (-3.33812, -3.92977, -5.71341)  -0.62
N (-2.99702, -3.36360, -2.03489)  -0.49
N (-2.34496, -2.30599, -2.07407)  0.21
C (-1.91835, -1.80027, -0.83663)  -0.20
C (-2.12605, -2.42158, 0.38511)  -0.48
C (-1.68029, -1.87852, 1.58246)  -0.98
C (-0.99252, -0.66330, 1.60201)  1.30
O (-0.55682, -0.10141, 2.68164)  -0.93
C (-0.76990, -0.01915, 0.34296)  -0.44
N (-0.08741, 1.16796, 0.40119)  -0.18
C (0.15745, 1.82775, -0.70730)  0.11
C (-0.26702, 1.35241, -1.95970)  -1.01
C (-0.94902, 0.17306, -2.04545)  -0.08
C (-1.22192, -0.56404, -0.86971)  0.77
H (-5.51490, -6.22571, -4.48774)  0.40
H (-4.69472, -5.23944, -2.34905)  0.43
H (-2.15497, -2.59493, -4.52263)  0.36
H (-2.95300, -3.57553, -6.65953)  0.39
H (-2.65720, -3.36387, 0.38926)  0.44
H (-1.85625, -2.38448, 2.52186)  0.42
H (0.70924, 2.75250, -0.61126)  0.28
H (-0.04477, 1.93648, -2.84158)  0.39
H (-1.29010, -0.21222, -2.99561)  0.48
S (1.47130, 3.63535, 1.77806)  -0.48
C (2.92664, 3.61806, 2.71500)  0.55
N (2.95767, 3.12249, 3.92882)  -0.02
C (4.17359, 3.06441, 4.72691)  -0.66
C (5.09535, 4.21172, 4.34660)  -0.57
C (5.31105, 4.21178, 2.84290)  -0.56
N (4.01540, 4.18840, 2.17893)  -0.18
H (2.07690, 2.63209, 4.23384)  0.30
H (4.67042, 2.10030, 4.58489)  0.32
H (3.88328, 3.13250, 5.77421)  0.36
H (6.05115, 4.11672, 4.86009)  0.35
H (4.64125, 5.15710, 4.64937)  0.30
H (5.90075, 3.33971, 2.54482)  0.27
H (5.84704, 5.10422, 2.52204)  0.37
H (3.93661, 4.47546, 1.21882)  0.21
F (0.76411, 1.88057, 4.22828)  -0.82

Force components x, y, z for each atom (eV/Å):
0.010 0.130 0.087
0.000 0.001 0.001
0.000 0.000 -0.001
0.000 0.000 0.001
0.000 -0.001 -0.001
0.004 -0.004 -0.001
-0.001 0.002 0.002
-0.001 0.000 0.000
-0.007 0.007 0.000
0.001 -0.005 -0.006
0.000 0.000 0.007
-0.007 0.004 -0.004
0.005 0.000 0.004
-0.016 -0.005 -0.002
0.013 -0.011 0.011
-0.011 0.004 0.010
0.018 0.005 -0.016
0.017 -0.003 0.045
-0.006 0.012 -0.018
-0.001 0.005 0.007
0.003 -0.004 -0.004
0.000 0.000 0.000
0.000 0.000 0.000
0.000 0.000 0.000
0.000 0.000 0.000
0.003 -0.002 -0.001
-0.001 0.002 0.001
0.002 0.002 -0.011
0.001 0.000 0.001
0.004 -0.002 -0.002
-0.012 -0.099 -0.125
-0.084 0.072 0.004
0.059 -0.127 -0.031
-0.021 0.043 0.035
-0.006 0.001 0.013
0.004 0.017 0.018
-0.002 -0.023 0.008
0.020 0.005 -0.002
0.006 0.006 -0.019
0.007 -0.018 0.003
0.000 -0.006 0.001
0.004 0.004 0.000
0.005 0.004 -0.003
-0.004 0.003 0.010
-0.009 -0.002 -0.002
0.002 -0.014 -0.019

## Properties
E_LUMO	-0.452	eV
relative energy (zero: lowest compared OMol25 entry of this formula, charge and spin)	0.00	kJ/mol
highest occupied orbital energy	-7.345	eV
total energy	-4283.25177	a.u.